(1)
ORCA calculation (wB97M-V/def2-TZVPD) on C33H35AsBaN2OSi as an isolated structure.

Results
- LUMO energy: 0.083 eV
- Charge: 0

Element x y z (Å)
Ba  0.40825  0.14120  1.61338
C  -2.16118  3.75915  1.47626
C  -2.92323  2.48880  1.74530
C  -4.30115  2.49712  1.85083
C  -4.93865  1.28327  2.12685
C  -4.20954  0.13124  2.26227
C  -2.79215  0.16791  2.11934
N  -2.19335  1.37731  1.87784
N  -1.97645  -0.89418  2.17846
Si  -2.35646  -2.55998  2.16316
C  -3.15425  -3.17501  3.74183
C  -0.70830  -3.42997  1.94662
C  -3.45377  -3.01813  0.70392
H  -2.73134  4.43202  0.83579
H  -1.21036  3.53472  0.99174
H  -1.94949  4.28476  2.41010
H  -4.85998  3.41562  1.73498
H  -6.01713  1.25263  2.23430
H  -4.69024  -0.81274  2.48317
H  -2.56781  -2.83454  4.59935
H  -3.20167  -4.26597  3.77744
H  -4.16970  -2.78982  3.86348
H  -0.02938  -3.21182  2.77690
H  -0.22053  -3.12584  1.01371
H  -0.83628  -4.51465  1.90685
H  -4.32860  -2.36592  0.64162
H  -3.80943  -4.04925  0.77236
H  -2.89766  -2.91922  -0.23313
O  0.84836  -0.92781  -0.70831
As  0.91558  0.11185  -1.99080
C  -0.84463  0.84182  -2.22011
C  -1.82735  0.37678  -1.35083
C  -3.09573  0.94304  -1.38510
C  -3.37926  1.94830  -2.29705
C  -2.40733  2.38210  -3.19242
C  -1.13650  1.83058  -3.15610
C  1.48824  -0.70065  -3.61944
C  2.29462  -0.01479  -4.51745
C  2.65245  -0.62524  -5.71155
C  2.20960  -1.90983  -5.99197
C  1.41126  -2.59528  -5.08388
C  1.04614  -1.99158  -3.89137
C  2.11721  1.51607  -1.47866
C  3.23519  1.09483  -0.75530
C  4.06971  2.03685  -0.17442
C  3.79104  3.39016  -0.32118
C  2.67622  3.80714  -1.03595
C  1.82564  2.87005  -1.60870
H  -1.63390  -0.43813  -0.65916
H  -3.85221  0.60219  -0.68851
H  -4.36553  2.39383  -2.31626
H  -2.64017  3.15316  -3.91529
H  -0.38060  2.16493  -3.85803
H  2.65277  0.98109  -4.28315
H  3.28271  -0.10254  -6.41883
H  2.49441  -2.38389  -6.92223
H  1.07856  -3.60064  -5.30525
H  0.43605  -2.51875  -3.16780
H  3.42530  0.03830  -0.60722
H  4.91672  1.71026  0.41416
H  4.43773  4.12425  0.14162
H  2.45684  4.86252  -1.13188
H  0.93779  3.19641  -2.13435
C  5.31519  -1.73665  3.46227
C  4.58997  -2.06358  2.32731
C  3.36984  -1.42992  2.08604
C  2.81268  -0.45894  2.93448
C  3.58664  -0.17050  4.07346
C  4.80618  -0.78488  4.33912
H  6.26283  -2.22100  3.66680
H  4.96833  -2.81191  1.63776
H  2.83714  -1.72810  1.17470
H  3.23078  0.56519  4.79202
H  5.36334  -0.52580  5.23407

---

(2)
ORCA calculation (wB97M-V/def2-TZVPD) on C33H35BaN4O4S3 as an isolated structure in a non-equilibrium geometry.

Results
- LUMO energy: -3.581 eV
- Charge: +1

Element x y z (Å)
Ba  8.90533  12.86958  10.29308
O  12.02651  9.65898  10.98056
C  12.42679  9.49827  12.22584
C  12.77383  8.24729  12.73276
C  13.17948  8.08257  14.04867
C  13.36944  9.21071  14.86055
C  13.03055  10.48314  14.36766
C  12.48220  10.61720  13.08319
C  11.78873  11.78342  12.59931
O  11.17464  11.77005  11.45436
N  11.75112  12.84829  13.38313
N  10.64359  13.48449  13.17732
C  10.15295  14.48539  13.86319
C  8.86120  15.03810  13.56040
C  8.60069  16.31670  14.09936
C  7.35378  16.82600  13.90266
C  6.41256  16.16869  13.08865
C  6.80588  14.97924  12.51248
N  8.03810  14.43948  12.67327
H  11.52455  10.65740  11.03213
H  12.68332  7.39543  12.06448
H  13.46327  7.10920  14.44101
H  13.71179  9.10144  15.88445
H  13.24848  11.34996  15.00047
H  10.68755  15.00998  14.67458
H  9.36864  16.88236  14.64731
H  7.05551  17.77387  14.37870
H  5.43045  16.61258  12.89284
H  6.10361  14.38108  11.90538
C  7.32114  18.06282  6.72188
C  6.08329  17.61507  7.53041
S  6.41993  16.58534  8.99082
C  5.82930  14.95680  8.52946
C  6.55683  14.16719  7.39111
S  8.33551  13.81920  7.53567
C  9.13870  15.42222  7.56768
C  9.20904  15.95611  6.13061
S  7.79640  16.88028  5.44649
H  8.13390  18.15758  7.44901
H  7.15188  19.03031  6.23729
H  5.38157  17.08566  6.85405
H  5.56348  18.51211  7.95089
H  4.75550  15.07907  8.27131
H  5.92195  14.37127  9.47614
H  6.35751  14.73140  6.44630
H  6.09707  13.14587  7.33347
H  10.15463  15.31897  7.95525
H  8.58515  16.15436  8.20520
H  9.26668  15.13628  5.41426
H  10.11962  16.57174  6.01339
C  11.47722  6.75646  7.21968
O  11.00816  8.06177  6.73826
C  11.60616  9.16099  7.25132
C  12.88057  9.13284  7.80607
C  13.47383  10.30610  8.29825
C  12.83685  11.53463  8.24048
C  11.57735  11.57924  7.65753
C  10.92807  10.42554  7.16921
N  9.66572  10.55285  6.58905
C  8.58560  9.70440  6.63210
C  8.05447  9.02113  7.74491
C  7.14706  7.97299  7.39322
C  6.72463  6.96304  8.24403
C  7.35360  6.92970  9.49270
C  8.12623  8.00179  9.93007
C  8.29984  9.25804  9.21032
O  8.50722  10.36577  9.81777
H  10.76544  5.97353  6.89018
H  11.54264  6.72076  8.31437
H  12.46907  6.49431  6.80004
H  13.41086  8.17711  7.84822
H  14.44253  10.30109  8.78831
H  13.37901  12.39250  8.66801
H  11.11826  12.54560  7.56054
H  9.56422  11.33135  5.92246
H  8.13449  9.48357  5.63792
H  6.79627  7.95883  6.35732
H  5.98887  6.23577  7.93319
H  7.19040  6.04815  10.13446
H  8.56312  7.97802  10.91839

---

(3)
ORCA calculation (wB97M-V/def2-TZVPD) on C33H35F5N4OP2Sr as an isolated structure in a non-equilibrium geometry.

Results
- LUMO energy: 0.018 eV
- Charge: 0

Element x y z (Å)
Sr  2.15955  -1.44690  1.01935
C  -5.20551  1.01983  -3.83384
C  -4.09415  1.75502  -3.70204
C  -3.88519  3.07008  -3.01791
C  -4.95829  3.51070  -1.99429
C  -5.12798  2.53786  -0.86156
C  -5.87988  1.43187  -0.81182
C  -6.78827  0.83395  -1.84857
C  -6.58652  1.29732  -3.31054
C  2.44358  -2.23906  2.99046
H  -5.10860  0.06919  -4.38028
H  -3.18712  1.35748  -4.17444
H  -3.76971  3.86609  -3.77286
H  -2.91340  3.02215  -2.49767
H  -4.62866  4.47848  -1.57353
H  -5.90414  3.71175  -2.50789
H  -4.53287  2.76927  0.03304
H  -5.85830  0.86431  0.12577
H  -7.83887  1.00796  -1.56297
H  -6.65501  -0.25981  -1.81189
H  -7.31274  0.73896  -3.92959
H  -6.85721  2.35381  -3.40778
H  2.65368  -3.27738  2.74770
H  1.59329  -2.10278  3.62074
H  3.32598  -1.71008  3.33289
P  0.40120  0.34139  2.10659
P  1.42716  0.00858  -1.02224
N  -0.91097  -0.41512  2.82584
N  1.00937  1.34059  3.30409
N  0.16985  -0.75259  -1.83548
N  2.66811  0.30590  -2.07298
C  -0.22332  1.39698  0.77313
C  0.76530  1.57742  -0.41659
C  -1.25470  -1.78445  2.73740
C  -2.50566  -1.92925  3.28982
C  -2.95037  -0.63039  3.72165
C  -1.96172  0.27707  3.42270
C  1.67012  0.90771  4.48180
C  2.21954  2.01143  5.08466
C  1.92999  3.15596  4.26023
C  1.20924  2.72000  3.17780
C  -0.04631  -2.15812  -1.89379
C  -1.12231  -2.38071  -2.71838
C  -1.59901  -1.10453  -3.17671
C  -0.79545  -0.13307  -2.62211
C  2.51003  0.82995  -3.35347
C  3.75309  1.16039  -3.83488
C  4.72312  0.84301  -2.81688
C  4.05025  0.32164  -1.74383
H  -0.49915  2.35452  1.21867
H  -1.13871  0.90023  0.42445
H  0.29217  2.07465  -1.26648
H  1.64702  2.17249  -0.11737
H  -0.55548  -2.48891  2.29092
H  -3.04986  -2.86238  3.38581
H  -3.89087  -0.39894  4.21024
H  -1.87130  1.34267  3.58571
H  1.65492  -0.14283  4.75156
H  2.76056  2.01564  6.02456
H  2.21208  4.18411  4.45531
H  0.80818  3.24113  2.32138
H  0.60631  -2.82370  -1.33256
H  -1.53937  -3.35072  -2.96979
H  -2.44259  -0.92227  -3.83756
H  -0.81627  0.94633  -2.70330
H  1.52339  0.87350  -3.79233
H  3.95963  1.57142  -4.81970
H  5.79823  0.97683  -2.88817
H  4.37496  -0.05859  -0.77945
F  8.08751  -4.46601  2.61961
C  6.98391  -4.07916  1.95206
C  6.31142  -4.98274  1.12028
F  6.77541  -6.24555  0.99335
C  5.17123  -4.59346  0.43952
F  4.50934  -5.46505  -0.34556
C  4.63513  -3.27603  0.56880
O  3.53936  -2.92640  -0.01377
C  5.37014  -2.39171  1.41481
F  4.89505  -1.08033  1.55416
C  6.51031  -2.77167  2.09468
F  7.15710  -1.89699  2.89130